[1]
Here is an isolated molecule of CH4NOPS from OMol25. Energies are from ωB97M-V/def2-TZVPD.

```
! RIJCOSX wB97M-V def2-TZVPD def2/J DEFGRID3
* xyz 0 1
C 0.955 -0.149 0.325
H 1.967 -0.240 0.153
H 0.722 -1.006 0.768
H -1.593 0.031 -1.355
O 0.171 -0.648 -1.597
N -0.734 0.172 -1.810
P 0.300 1.468 0.436
H -1.128 1.233 0.777
S -0.158 1.785 -1.714
*
```

Output
* M: 109.090 g/mol
* relative energy (zero: lowest compared OMol25 entry of this formula, charge and spin): 335.6 kJ/mol
* E_tot: -24759.0173 eV
* orbital gap (alpha / beta): 8.44 / 8.44 eV

***

[2]
Here is a cluster of 3 separate species, C29H57Cl2FIN2O13P3S2 in total from OMol25. Energies are from ωB97M-V/def2-TZVPD.

```
! RIJCOSX wB97M-V def2-TZVPD def2/J DEFGRID3
* xyz 0 1
C 4.154 -0.593 -6.157
S 1.104 -7.014 0.561
C 1.830 2.669 7.510
N 0.605 -1.231 -0.116
O -4.472 -3.592 -0.502
C 4.995 0.626 -5.809
H -0.563 -5.026 2.384
C -5.217 2.893 1.503
H -4.545 3.750 1.523
H 2.977 4.238 6.574
H 4.333 -2.497 -7.159
P 3.697 -1.687 0.353
C -0.074 -4.697 1.467
C -0.525 4.223 -4.269
H 5.403 1.099 -6.703
H 0.912 -2.887 2.175
C -0.899 -0.043 1.569
H -5.696 -0.025 -0.251
H -0.804 -2.746 1.901
O 2.289 -7.782 0.781
C 1.092 -0.736 4.707
H 1.797 3.471 5.507
C -0.917 2.771 -4.519
H -0.568 4.491 -3.213
N -3.968 0.712 -2.443
H 2.222 -1.450 -1.900
H -4.453 0.001 -1.915
H -4.198 -3.763 0.409
H -0.447 -3.007 -0.568
H -1.370 0.944 1.541
O 3.574 -1.159 -4.982
O 2.726 1.613 7.168
H 3.602 -3.185 1.813
O -2.206 -3.954 -1.721
C 0.090 -0.718 3.763
H 3.072 -0.060 5.201
H 4.391 1.357 -5.271
C -5.974 0.969 0.119
C 0.226 -0.012 2.578
H -0.159 2.126 -4.066
H 5.829 0.342 -5.161
H -1.650 -0.758 1.897
H -5.047 -2.483 -2.457
H 0.834 2.232 7.417
C 1.968 3.820 6.526
H 1.945 2.281 9.631
H -4.753 2.935 -1.299
O 1.208 5.729 -5.602
H 3.625 1.952 7.235
H 1.973 -4.872 0.739
H 3.323 1.225 3.110
H 1.257 4.618 6.746
H -2.514 1.393 -4.247
H -4.651 1.287 -2.920
H -1.107 4.915 -4.879
O -0.185 -7.565 0.850
O -4.096 -2.444 -2.617
O 4.586 -0.475 0.921
O -2.429 0.736 -0.627
F 0.046 0.952 -0.303
H 4.886 0.095 0.200
I -0.947 -0.835 -2.817
C -3.157 1.532 -1.557
H 1.249 -3.175 -0.327
C -2.269 2.393 -3.905
H 5.368 -1.230 -7.839
H -0.707 -4.982 0.622
O 4.435 -2.643 -0.494
O 1.919 4.729 -3.439
H 3.303 -0.281 -6.766
H 3.065 3.520 9.061
C 0.367 -2.667 0.073
H -5.335 2.483 2.507
H 1.551 1.272 1.462
C 4.958 -1.639 -6.914
C 2.054 3.120 8.945
H -3.557 -1.130 0.070
C -2.189 2.444 -2.372
P 2.083 -0.670 -0.733
C -1.747 -0.474 -0.837
C -4.745 1.792 0.527
H -3.378 3.237 -0.252
C -2.676 -1.627 -0.346
C 2.269 -0.047 4.477
C 0.116 -3.174 1.491
H 0.958 -1.309 5.616
H -2.324 3.479 -2.054
C 1.403 0.698 2.368
S 1.183 4.650 -4.663
H 1.723 -5.661 2.319
P -3.259 -2.994 -1.385
H 1.345 3.899 9.230
C 2.409 0.677 3.307
H -1.175 2.161 -2.075
Cl 1.092 -6.424 -1.378
H -0.906 2.587 -5.593
C -4.016 2.444 -0.652
H -2.206 -2.151 0.488
C 1.267 -5.430 1.355
H -0.826 -1.274 3.944
H -3.023 3.107 -4.256
Cl 1.886 3.004 -5.643
C -0.467 -0.279 0.104
H -6.208 3.249 1.203
H -6.613 0.785 0.986
H 5.789 -1.994 -6.298
O 3.180 -2.316 1.730
H 4.290 -1.458 -4.409
H -6.544 1.459 -0.673
H -4.073 1.140 1.088
*
```

Output
* M: 1015.640 g/mol
* E_tot: -145999.6215 eV
* SMILES string: CC(C)C[C@@](N)(CCCCS(=O)(=O)Cl)O[C@](I)(CP(=O)(O)O)[C@@](F)(Cc1ccccc1)N(CCCCS(=O)(=O)Cl)PP(=O)(O)O.CC(C)O.CC(C)O
* orbital gap: 8.93 eV